#w
Computed, not measured: a cluster of 10 separate species, H22NO9 in total, with wB97M-V/def2-TZVPD.

XYZ file:
```
32
Properties=species:S:1:pos:R:3:mulliken_charge:R:1
N -0.3918 0.2552 0.1214 -0.133
H -1.3435 0.0634 -0.1572 0.426
H -0.2127 -0.1950 1.0076 0.357
H -0.2109 1.2478 0.0750 0.164
H 0.0697 -0.2398 -0.6283 0.370
O -0.0789 -1.1989 2.5636 -0.617
H 0.7459 -1.5488 2.9004 0.282
H -0.6784 -1.2380 3.3088 0.255
O 1.6438 2.4439 -0.2791 -0.657
H 0.9029 2.8388 -0.7388 0.339
H 1.6463 2.8666 0.5797 0.335
O 0.9263 -3.3580 -1.0412 -0.664
H 0.6820 -2.4569 -1.2523 0.381
H 1.5720 -3.5939 -1.7072 0.292
O 2.3319 -0.4944 0.1956 -0.599
H 2.3325 0.4615 0.1453 0.273
H 2.7169 -0.7786 -0.6334 0.282
O -0.6574 2.9572 -1.4745 -0.645
H -1.2012 3.6721 -1.1437 0.291
H -0.4137 3.2304 -2.3589 0.311
O -2.8503 -0.4091 -0.1150 -0.590
H -3.6174 0.1340 0.0661 0.270
H -3.1984 -1.2973 -0.1942 0.282
O 0.2894 -1.1326 -2.4224 -0.612
H -0.5061 -1.3451 -2.9105 0.284
H 0.9522 -0.9839 -3.0968 0.262
O -2.0140 2.6649 1.8516 -0.590
H -2.1388 3.4648 1.3410 0.297
H -2.7875 2.6155 2.4132 0.301
O 1.8466 -3.0367 1.5529 -0.661
H 1.7436 -2.1147 1.3171 0.377
H 1.8993 -3.4945 0.7139 0.333
```

net charge = +1
lowest unoccupied orbital energy = -0.115 Ha
multiplicity = 1
gap between HOMO and LUMO = 9.68 eV


#x
Computed, not measured: a cluster of 10 separate species, H22NO9 in total, with wB97M-V/def2-TZVPD.

XYZ file:
```
32
Properties=species:S:1:pos:R:3:mulliken_charge:R:1
N 0.2143 -0.0260 0.2731 -0.213
H -0.4287 0.1540 1.0321 0.342
H 0.1103 0.7930 -0.3999 0.285
H 0.1343 -0.9130 -0.2349 0.329
H 1.1673 0.1880 0.6041 0.232
O -2.9417 -0.2610 1.4721 -0.581
H -2.8037 -1.1190 1.8751 0.318
H -2.9607 0.4830 2.0111 0.278
O 2.7723 -1.3920 -1.2379 -0.662
H 3.3893 -1.5520 -2.0629 0.328
H 3.2543 -0.9350 -0.4679 0.394
O -0.8577 -0.1700 -3.3089 -0.669
H -0.0317 0.3830 -3.2339 0.274
H -1.3637 -0.1920 -2.5629 0.385
O -2.2007 0.5410 -1.7719 -0.562
H -3.0627 0.0050 -1.6819 0.292
H -2.4957 1.3870 -1.4399 0.282
O -1.2467 -1.9710 3.0831 -0.642
H -1.7467 -2.7280 3.4431 0.340
H -0.6587 -2.3970 2.5271 0.301
O -1.2907 -2.7150 -1.6799 -0.617
H -2.2527 -2.3780 -1.3549 0.320
H -1.0417 -3.3550 -1.0259 0.292
O 0.4543 2.3760 1.9871 -0.635
H 0.8243 2.1800 2.8081 0.308
H -0.5607 2.6440 2.0871 0.338
O 3.4323 0.3160 1.0211 -0.647
H 3.5073 -0.0300 1.8151 0.272
H 4.3403 0.7110 1.0301 0.311
O 1.1113 3.0970 -1.7089 -0.587
H 1.9523 3.2080 -1.9849 0.286
H 1.2803 3.6680 -0.9119 0.312
```

net charge = +1
lowest unoccupied orbital energy = -0.122 Ha
multiplicity = 1
gap between HOMO and LUMO = 8.92 eV


The energy of each structure relative to the most stable one, in eV, is as follows: #w 0.000; #x 3.802.